(1)
Here is AlH6O3 as an isolated structure at a distorted geometry from the OMol25 dataset. Energies are from ωB97M-V with the def2-TZVPD basis set.

Calculated values
E = -12794.094 eV
ΔE to the lowest compared entry with this formula, charge and spin = 98.4 kcal per mole
net charge = +3
orbital gap = 0.1663 Eh
highest occupied orbital energy = -0.961 hartree

Positions of all 10 atoms, in Å:
Al 1.274 -0.772 -0.357
O -0.594 -2.886 0.224
H -0.427 -3.842 0.032
H -1.343 -2.875 0.870
O 1.252 1.630 1.090
H 1.520 2.487 0.686
H 0.863 1.862 1.967
O -0.501 1.289 -1.408
H -1.090 1.816 -0.815
H -0.954 1.292 -2.289



(2)
Here is a 5-piece molecular cluster, C3H14NO6 overall at a distorted geometry from the OMol25 dataset. Energies are from ωB97M-V with the def2-TZVPD basis set.

Calculated values
E = -17111.288 eV
ΔE to the lowest compared entry with this formula, charge and spin = 0.0 kcal per mole
2S+1 = 2
orbital gap (alpha / beta) = 0.3497 / 0.3246 Eh
highest occupied orbital energy (alpha / beta) = -0.334 / -0.392 hartree

Positions of all 24 atoms, in Å:
O -2.057 0.252 1.816
C -1.528 1.174 1.133
C -1.077 1.051 -0.170
N -0.526 2.092 -0.929
C 0.468 3.027 -0.309
O 1.748 2.462 -0.191
H -1.549 2.147 1.679
H -1.298 0.230 -0.854
H 1.691 1.601 0.279
H -0.261 1.691 -1.818
H 0.108 3.343 0.670
H 0.425 3.820 -1.068
H -1.425 -1.128 1.664
H -1.651 -2.757 1.907
O -1.008 -2.061 1.775
H 1.351 -2.953 -2.571
H -0.105 -2.721 -2.107
O 0.527 -2.519 -2.808
H -0.137 -2.780 0.410
H 1.107 -2.605 -0.346
O 0.413 -3.265 -0.248
H 1.180 0.020 -0.017
H 1.673 -0.116 1.511
O 1.928 -0.002 0.590



(3)
Here is C16H25NO in the gas phase from the OMol25 dataset. Energies are from ωB97M-V with the def2-TZVPD basis set.

Calculated values
SMILES = CC(C)c1ccc(OCCCN2CCCC2)cc1
E = -20535.074 eV
ΔE to the lowest compared entry with this formula, charge and spin = 34.1 kcal per mole
orbital gap = 0.3335 Eh
highest occupied orbital energy = -0.300 hartree

Positions of all 43 atoms, in Å:
C -5.222 -1.031 1.528
C -4.559 -1.218 0.161
C -5.580 -1.037 -0.964
C -3.398 -0.269 -0.009
C -3.578 1.110 0.018
C -2.513 1.970 -0.136
C -1.221 1.477 -0.324
O -0.252 2.425 -0.484
C 1.097 2.036 -0.624
C 1.733 1.642 0.712
C 3.247 1.423 0.629
N 3.605 0.030 0.468
C 5.022 -0.216 0.690
C 5.307 -1.585 0.056
C 4.049 -1.895 -0.769
C 3.313 -0.559 -0.825
C -1.030 0.102 -0.353
C -2.112 -0.749 -0.197
H -5.651 -0.036 1.616
H -4.491 -1.160 2.323
H -6.016 -1.761 1.666
H -4.172 -2.242 0.108
H -6.015 -0.041 -0.933
H -5.103 -1.172 -1.933
H -6.382 -1.765 -0.868
H -4.565 1.524 0.162
H -2.653 3.039 -0.117
H 1.196 1.241 -1.372
H 1.596 2.931 -1.011
H 1.270 0.735 1.103
H 1.522 2.449 1.416
H 3.671 2.049 -0.180
H 3.699 1.748 1.570
H 5.642 0.562 0.210
H 5.227 -0.199 1.762
H 5.474 -2.346 0.815
H 6.193 -1.538 -0.576
H 4.281 -2.277 -1.761
H 3.431 -2.627 -0.251
H 3.693 0.064 -1.655
H 2.239 -0.693 -0.953
H -0.051 -0.327 -0.496
H -1.940 -1.816 -0.223